[1]
This record from the Open Molecules 2025 dataset describes 6 unconnected molecules or ions with the total composition C19H37N3O6 at a distorted geometry. The level of theory is wB97M-V/def2-TZVPD.

Structure (XYZ):
```
65
C19H37N3O6 | the Open Molecules 2025 dataset | wB97M-V/def2-TZVPD
C -0.29314 0.05893 4.16335
C -0.60528 -0.09464 2.69414
C -1.44377 1.03010 2.08856
N -0.20787 -1.11033 2.03375
C -0.00060 -0.88609 0.65580
C 1.14911 -0.27509 0.22275
C 1.42915 -0.05170 -1.15319
N 2.60949 0.54179 -1.48931
C 2.77601 0.70525 -2.78095
C 1.79477 0.33419 -3.74263
N 0.64423 -0.23525 -3.46387
C 0.48662 -0.44137 -2.12624
C -0.70960 -1.08078 -1.66987
C -0.95681 -1.31752 -0.34300
C -2.23384 -2.04067 0.04564
C -2.01651 -3.58485 -0.10010
C -1.99468 -4.04751 -1.56890
O -0.81512 -3.90897 0.57293
H 0.56889 0.71822 4.27164
H -0.16334 -0.89744 4.66894
H -1.13095 0.56517 4.65819
H -2.18772 1.30382 2.84414
H -1.96709 0.71896 1.18882
H -0.82205 1.91708 1.93043
H 1.87403 0.02273 0.97176
H 3.70342 1.15359 -3.13710
H 2.01172 0.53277 -4.78927
H -1.42950 -1.39867 -2.41368
H -3.07717 -1.70684 -0.56194
H -2.45035 -1.89064 1.10605
H -2.83128 -4.12203 0.39452
H -0.96004 -3.94656 -1.92499
H -2.59245 -3.37812 -2.18906
H -2.27454 -5.09157 -1.69494
H -0.09083 -3.94185 -0.05581
C -0.77957 3.51674 -1.29413
O -1.41160 2.27751 -0.97910
H -1.54453 4.28782 -1.31568
H -0.04192 3.76916 -0.53448
H -0.29670 3.46564 -2.27524
H -0.72481 1.60240 -0.95888
C 7.39391 1.45689 -3.39461
O 6.04403 1.70056 -3.00799
H 7.49959 1.73728 -4.43926
H 8.08087 2.05683 -2.79263
H 7.64213 0.39858 -3.28188
H 5.96173 1.44982 -2.08349
C -5.61660 -5.69670 -0.31989
O -5.18565 -5.69723 -1.67757
H -4.98795 -6.39175 0.23103
H -5.51426 -4.69974 0.11813
H -6.65760 -6.02129 -0.24425
H -5.74456 -5.08123 -2.15752
C 3.25147 2.13512 2.90104
O 2.64654 0.88424 3.22667
H 2.47706 2.89814 2.92615
H 4.02702 2.38892 3.62807
H 3.68686 2.10247 1.89894
H 3.33458 0.21364 3.20034
C -1.47620 5.41935 2.49048
O -1.24443 4.66302 1.30608
H -0.58278 6.00478 2.69347
H -2.32241 6.09828 2.35695
H -1.66889 4.75892 3.34081
H -2.03821 4.14772 1.13189
```

Results
E_HOMO: -8.24 eV
molar mass: 403.5 g mol⁻¹
energy relative to the best compared isomer or geometry (same formula, charge and spin): 5.0029 eV
DFT total energy: -1361.77206 Ha



[2]
This record from the Open Molecules 2025 dataset describes 11 unconnected molecules or ions with the total composition C17H35F6N11O24PS at a distorted geometry. The level of theory is wB97M-V/def2-TZVPD.

Structure (XYZ):
```
95
C17H35F6N11O24PS | the Open Molecules 2025 dataset | wB97M-V/def2-TZVPD
C -0.33177 1.27645 0.89225
C -0.52804 0.40804 0.07308
S -0.75900 -0.78394 -1.29118
C 0.15950 -0.00943 -2.76323
O -0.15959 1.10770 -3.01410
C 1.21671 -0.76663 -3.65020
F 0.89193 -2.10956 -3.73921
F 1.03479 -0.29398 -4.93871
C 2.74845 -0.56716 -3.30429
F 3.32179 0.21511 -4.28141
F 3.36773 -1.80469 -3.40997
C 3.12975 0.05796 -1.91863
F 4.44863 -0.33607 -1.68317
F 2.42068 -0.43671 -0.84007
C 3.21787 1.65401 -1.89377
O 2.51574 2.39761 -2.52868
O 4.20745 2.15705 -1.11999
P 0.10645 -2.69292 -0.69239
N 0.80751 -2.56011 0.87400
O -1.13730 -3.80253 -0.47549
H -0.01352 2.24261 1.34183
H 4.23933 3.13386 -1.23460
H 1.67722 -3.10617 0.91766
H 1.07896 -1.58741 1.10036
H -1.66570 -3.81793 -1.30175
C -2.25162 -2.51326 4.37413
N -1.56579 -1.49728 3.52897
O -2.25363 -0.63248 3.01757
O -0.35689 -1.60157 3.40566
H -3.31572 -2.29606 4.39176
H -2.06508 -3.48784 3.93127
H -1.82708 -2.44648 5.37413
C 5.60328 -2.98799 -2.08906
N 6.39144 -4.19964 -1.73979
O 6.27337 -4.63072 -0.60477
O 7.09312 -4.66918 -2.60888
H 5.02843 -2.68393 -1.21994
H 6.30800 -2.21105 -2.37727
H 4.94778 -3.25054 -2.91313
C 7.21925 -4.83950 2.56044
N 7.18767 -4.63238 4.03325
O 6.46501 -3.74658 4.45953
O 7.88523 -5.36223 4.70545
H 6.55212 -4.12175 2.09302
H 8.24370 -4.68712 2.22833
H 6.88907 -5.85709 2.36446
C 3.13492 6.84914 -1.79759
N 3.89723 5.62067 -1.44905
O 3.76174 5.17025 -0.32532
O 4.60758 5.14519 -2.31522
H 2.55080 7.15402 -0.93413
H 3.85670 7.61721 -2.06715
H 2.48685 6.60513 -2.63661
C 3.36905 0.02850 4.02289
N 2.46686 0.35463 2.88649
O 2.36003 1.52203 2.56819
O 1.89393 -0.57942 2.35193
H 3.80566 0.95001 4.39661
H 2.76721 -0.45413 4.79031
H 4.14063 -0.64097 3.64786
C -3.18896 3.15490 -2.05677
N -3.33348 3.37716 -0.60793
O -2.88110 4.40768 -0.14652
O -3.89422 2.49849 0.02238
H -2.67277 3.99660 -2.51018
H -2.60593 2.25967 -2.16449
H -4.18816 3.04795 -2.47648
C -6.63439 0.83426 -1.26918
N -7.16395 1.53684 -2.46712
O -6.37929 1.77523 -3.37196
O -8.34259 1.82479 -2.45881
H -5.57531 0.64284 -1.41621
H -6.79297 1.48358 -0.41057
H -7.18417 -0.09882 -1.16496
C -8.54679 3.09438 2.26540
N -7.76124 1.86429 2.55376
O -7.85884 1.38421 3.66290
O -7.07214 1.42566 1.64754
H -9.10735 3.36684 3.15486
H -7.84151 3.87826 1.99755
H -9.21812 2.86859 1.43927
C -6.00710 -5.27375 4.89618
N -4.77820 -4.45209 4.73166
O -3.76581 -4.83960 5.28360
O -4.87596 -3.44436 4.05193
H -5.77233 -6.13146 5.51997
H -6.75977 -4.64621 5.36854
H -6.32392 -5.59134 3.90517
C 1.28779 3.00003 -5.06965
N 0.59863 3.60252 -6.24204
O -0.59939 3.80188 -6.14478
O 1.28366 3.85210 -7.21284
H 0.55900 2.83443 -4.28723
H 1.72703 2.06025 -5.39430
H 2.05289 3.69989 -4.74215
```

Results
E_HOMO: -12.64 eV
molar mass: 954.5 g mol⁻¹
DFT total energy: -4414.23448 Ha
total charge: +1



[3]
This record from the Open Molecules 2025 dataset describes C6H13NO5 in the gas phase at a distorted geometry. The level of theory is wB97M-V/def2-TZVPD.

Structure (XYZ):
```
25
C6H13NO5 | the Open Molecules 2025 dataset | wB97M-V/def2-TZVPD
N 1.58535 0.37788 -1.86476
C 0.94465 0.02064 -0.56703
C 0.38340 -1.38771 -0.58510
O -0.25785 -1.55518 -1.85495
C -0.49539 -1.38510 0.57933
O 0.38409 -1.40404 1.66391
C -1.29593 -0.08887 0.53352
O -2.20529 -0.20472 -0.56418
C -0.17391 0.88241 0.11573
O -0.78200 1.83510 -0.80400
C 0.37081 1.69680 1.30242
O 1.29893 1.13824 2.18022
H 1.13302 1.15931 -2.38178
H 2.66850 0.33217 -1.78657
H 1.82734 -0.11302 0.07444
H 1.30988 -2.07076 -0.42641
H 0.24673 -0.93270 -2.43452
H -1.32383 -2.19006 0.51564
H 1.40142 -1.75757 1.41331
H -2.01086 0.16622 1.43842
H -1.75497 -0.78376 -1.17380
H -1.94190 1.87442 -0.54468
H -0.48813 2.01714 1.91749
H 0.86800 2.51280 0.73957
H 1.06254 0.23636 2.46095
```

Results
E_HOMO: -9.59 eV
molar mass: 179.2 g mol⁻¹
energy relative to the best compared isomer or geometry (same formula, charge and spin): 2.8235 eV
DFT total energy: -667.26295 Ha



[4]
This record from the Open Molecules 2025 dataset describes 5 unconnected molecules or ions with the total composition C18H36ClO6PS at a distorted geometry. The level of theory is wB97M-V/def2-TZVPD.

Structure (XYZ):
```
63
C18H36ClO6PS | the Open Molecules 2025 dataset | wB97M-V/def2-TZVPD
O 3.42823 -4.02836 -0.38493
C 3.00158 -3.89929 -1.47686
C 3.90016 -3.70744 -2.70613
C 3.49274 -2.88179 -3.65788
C 2.14779 -2.18579 -3.39693
O 1.96146 -1.03987 -3.62992
C 1.08689 -3.09924 -2.76221
P -0.68556 -3.07703 -3.30774
S -0.87698 -4.58337 -4.55456
C 1.49746 -3.93538 -1.81175
Cl 0.37321 -5.02665 -1.03378
H 4.83341 -4.27181 -2.79835
H 4.06940 -2.71419 -4.57353
H -1.57067 -3.23019 -2.21651
H -0.95835 -1.89503 -4.04597
C 2.33556 1.92093 0.93140
C 1.88112 0.53701 0.49582
C 2.65785 0.05836 -0.72017
O 0.48515 0.56374 0.18899
H 2.16801 2.65367 0.13638
H 1.76340 2.25675 1.79795
H 3.39488 1.92734 1.19006
H 2.01449 -0.16849 1.31808
H 2.50016 0.72683 -1.57095
H 2.31435 -0.93024 -1.02543
H 3.72861 0.00749 -0.51116
H 0.35559 1.18450 -0.53748
C -6.06445 -3.40832 -0.71784
C -4.64094 -2.87707 -0.75846
C -4.61452 -1.36068 -0.65399
O -4.01258 -3.28534 -1.97625
H -6.64721 -3.01952 -1.55807
H -6.06949 -4.49641 -0.80303
H -6.56385 -3.12780 0.21120
H -4.06366 -3.31115 0.05997
H -5.14946 -0.90303 -1.49171
H -3.58725 -0.99113 -0.69396
H -5.07154 -1.02205 0.27829
H -4.51289 -2.90903 -2.71005
C -4.38002 0.71235 3.09050
C -5.73063 1.02857 2.46635
C -6.40762 2.19426 3.17054
O -6.56915 -0.12545 2.53532
H -4.49584 0.42723 4.14029
H -3.91080 -0.13153 2.58144
H -3.70753 1.57028 3.03522
H -5.59907 1.26579 1.40879
H -6.58986 1.95808 4.22294
H -7.37876 2.40262 2.71828
H -5.79682 3.09738 3.11719
H -6.69299 -0.34600 3.46579
C 6.61704 5.64971 2.08564
C 6.15741 4.26785 1.64682
C 6.93735 3.78583 0.43301
O 4.76462 4.30214 1.33771
H 6.45521 6.38260 1.28977
H 6.04348 5.98689 2.95063
H 7.67672 5.64965 2.34792
H 6.28426 3.56096 2.46880
H 6.78583 4.45785 -0.41673
H 6.59147 2.79791 0.12340
H 8.00654 3.73019 0.64612
H 4.63707 4.92385 0.61170
```

Results
E_HOMO: -8.47 eV
molar mass: 447.0 g mol⁻¹
DFT total energy: -2358.53623 Ha



[5]
This record from the Open Molecules 2025 dataset describes a molecular structure, C41H56CdCl3Ge2N4O2S at a distorted geometry. The level of theory is wB97M-V/def2-TZVPD.

Structure (XYZ):
```
110
C41H56CdCl3Ge2N4O2S | the Open Molecules 2025 dataset | wB97M-V/def2-TZVPD
Cd 15.88072 11.20182 13.41534
C 20.50400 12.19123 12.69517
C 20.41237 13.40848 12.07437
C 19.12367 13.88649 11.74287
C 17.98446 13.12813 12.08023
N 18.11276 11.90533 12.66337
C 19.34257 11.48495 12.98655
C 16.62722 13.69932 11.85818
C 16.50787 14.93034 11.16558
C 15.22178 15.35039 10.84227
C 14.08816 14.62517 11.18072
C 14.22262 13.51649 11.98101
C 15.47979 13.07520 12.32735
H 21.45728 11.79371 13.01572
H 21.28896 14.00764 11.80514
H 19.11226 14.73137 11.09737
H 19.47891 10.51516 13.48488
H 17.36113 15.52729 10.97776
H 15.05992 16.26737 10.18720
H 13.18460 15.03903 10.88084
H 13.33489 13.10553 12.37688
C 12.38052 12.92283 7.46064
S 11.73731 11.68440 6.31852
C 12.10078 10.07736 7.15267
H 13.11994 12.54133 8.18956
H 11.57005 13.47457 7.95337
H 12.92064 13.68606 6.87013
H 12.91419 9.48053 6.66110
H 11.14751 9.55604 7.15906
H 12.42279 10.23971 8.16865
Cl 12.62992 13.93247 16.23411
Ge 10.49502 13.91186 15.39781
Cl 10.83587 14.46947 13.31890
Cl 9.26652 15.38021 16.50937
C 17.93515 10.85945 8.59247
O 17.73958 9.74901 9.50921
C 16.91130 8.72518 9.14491
C 16.28417 8.62429 7.91369
C 15.36754 7.56669 7.70096
C 15.15326 6.62517 8.71911
C 15.85407 6.69396 9.91332
C 16.64726 7.82284 10.19796
N 17.17082 8.17687 11.44630
C 16.71686 7.69590 12.62811
C 15.37292 7.44104 13.00262
C 15.12097 6.24447 13.73838
C 13.90148 5.99309 14.28646
C 12.87176 6.87489 14.09707
C 13.06084 7.97301 13.30049
C 14.34449 8.39910 12.81459
O 14.52261 9.60297 12.40054
H 18.27824 10.45814 7.59995
H 18.71928 11.50449 9.01390
H 17.00508 11.46371 8.47458
H 16.37217 9.41951 7.13535
H 14.91916 7.42818 6.72600
H 14.65111 5.67186 8.59497
H 15.79110 5.87481 10.65283
H 17.99862 8.76861 11.41243
H 17.44912 7.71197 13.43245
H 15.85942 5.45585 13.86193
H 13.66671 5.08808 14.85852
H 11.88397 6.77843 14.53695
H 12.13508 8.55835 13.12413
N 16.29726 10.12725 15.20716
C 16.37296 10.06770 16.38712
N 15.98233 9.81085 17.60810
C 16.80978 10.13938 18.79704
C 16.08339 11.13995 19.68572
C 14.69208 10.56179 20.02194
C 13.86882 10.09987 18.78094
C 14.68701 9.15969 17.89765
H 17.72462 10.65807 18.33285
H 17.12775 9.20543 19.27486
H 16.11612 12.13558 19.15664
H 16.62754 11.29878 20.62286
H 14.12088 11.23775 20.64848
H 14.81707 9.64467 20.56515
H 13.46150 10.93671 18.13517
H 12.95348 9.52782 19.09658
H 14.28932 8.89613 16.93062
H 14.94505 8.21296 18.47365
C 7.16729 10.85576 10.69135
C 8.30875 10.44953 11.59715
C 8.98795 11.59213 12.39225
C 8.18064 11.89835 13.67964
Ge 9.19686 11.82671 15.28715
C 7.93694 11.25972 16.65462
C 8.47598 10.22538 17.62645
C 7.37013 9.58270 18.47527
C 7.86439 8.26874 19.05576
H 6.18613 10.45561 10.95040
H 7.29901 10.48391 9.67080
H 7.06091 11.91625 10.63993
H 9.02525 10.01878 10.87104
H 8.06146 9.60395 12.25184
H 9.21539 12.44040 11.73092
H 9.91743 11.12833 12.65131
H 7.39205 11.14875 13.75435
H 7.67596 12.84466 13.58846
H 10.33311 10.75589 15.16196
H 7.11423 10.75712 16.11033
H 7.57427 12.13683 17.16962
H 9.25111 10.42410 18.35328
H 8.84716 9.36221 17.04862
H 6.49529 9.32660 17.82854
H 6.99278 10.22432 19.29958
H 7.14944 7.84471 19.81215
H 8.85162 8.39982 19.54247
H 7.97147 7.49500 18.25530
```

Results
E_HOMO (spin up / spin down): -11.96 / -11.96 eV
<S²>: 0.7532
molar mass: 1033.0 g mol⁻¹
multiplicity: 2
energy relative to the best compared isomer or geometry (same formula, charge and spin): 1.8158 eV
DFT total energy: -8065.15026 Ha
total charge: +2



[6]
This record from the Open Molecules 2025 dataset describes a gas-phase ion, C7H15N (charge -1) at a distorted geometry. The level of theory is wB97M-V/def2-TZVPD.

Structure (XYZ):
```
23
C7H15N | the Open Molecules 2025 dataset | wB97M-V/def2-TZVPD
C -1.90964 0.79829 1.50201
C -1.09637 0.81997 0.22942
C 0.39714 0.64923 0.47659
C 1.14823 -0.04950 -0.63530
C 1.52542 0.58565 -1.74781
C 1.51724 -1.45352 -0.32389
C 0.41578 -2.48101 -0.04403
N -1.39009 1.99870 -0.58662
H -2.95095 1.12891 1.33005
H -2.07352 -0.21869 1.87151
H -1.55051 1.48676 2.27337
H -1.39612 -0.08545 -0.30226
H 0.91915 1.59810 0.63032
H 0.63810 0.09000 1.38773
H 2.15413 0.10668 -2.49343
H 1.33827 1.64061 -1.90851
H 2.13085 -1.85021 -1.14213
H 2.22831 -1.48676 0.51005
H -0.36752 -2.07263 0.59519
H 0.04248 -2.87625 -0.98333
H 0.85195 -3.37574 0.38378
H -2.03222 2.62127 -0.12818
H -0.54012 2.42560 -0.89451
```

Results
E_HOMO (spin up / spin down): 1.27 / -5.42 eV
<S²>: 0.7507
molar mass: 113.2 g mol⁻¹
multiplicity: 2
energy relative to the best compared isomer or geometry (same formula, charge and spin): 0.3241 eV
DFT total energy: -330.38494 Ha
total charge: -1



[7]
This record from the Open Molecules 2025 dataset describes a molecular structure, C10H22ClLiO7 at a distorted geometry. The level of theory is wB97M-V/def2-TZVPD.

Structure (XYZ):
```
41
C10H22ClLiO7 | the Open Molecules 2025 dataset | wB97M-V/def2-TZVPD
Li -18.17785 9.24466 -5.22757
Cl -18.23303 8.39679 -8.69445
O -18.25946 7.03924 -8.50660
O -19.63368 8.81212 -8.85648
O -17.64124 9.03915 -7.52840
O -17.51176 8.83035 -9.85790
C -14.83490 6.52795 -3.91828
C -16.05044 5.66019 -4.39673
C -16.67648 6.50587 -5.46512
O -16.54249 7.85090 -4.88120
C -15.20744 7.91334 -4.24028
H -13.90839 6.27888 -4.43561
H -14.48353 6.50626 -2.88670
H -16.81309 5.53151 -3.62868
H -15.70703 4.65945 -4.65883
H -17.69279 6.20061 -5.71418
H -16.11509 6.42284 -6.39574
H -15.34079 8.59882 -3.40336
H -14.45974 8.30972 -4.92724
C -20.59005 12.66190 -6.55855
C -21.59716 11.57216 -6.17803
C -20.95341 10.80498 -5.08666
O -19.58226 10.79403 -5.52858
C -19.30038 12.17503 -5.78918
H -20.97250 13.64101 -6.27014
H -20.47019 12.72496 -7.64011
H -21.64155 10.95600 -7.07608
H -22.59271 11.95366 -5.95127
H -21.43540 9.83188 -4.99253
H -21.09569 11.18514 -4.07507
H -18.46331 12.35376 -6.46407
H -19.11352 12.66392 -4.83305
C -21.27063 7.91352 -2.45906
C -19.78331 7.69242 -2.84261
O -19.41624 8.09668 -4.14734
H -21.37336 7.98759 -1.37644
H -21.83400 7.05612 -2.82726
H -21.71749 8.77652 -2.95267
H -19.47741 6.66846 -2.62806
H -19.21782 8.22866 -2.08052
H -20.04769 7.66110 -4.72454
```

Results
E_HOMO: -8.66 eV
molar mass: 296.7 g mol⁻¹
energy relative to the best compared isomer or geometry (same formula, charge and spin): 1.4442 eV
DFT total energy: -1388.35999 Ha